No. 1
{"formula": "C36H46Cl5N2O4SeZr", "method": "wB97M-V/def2-TZVPD", "species": ["Zr", "C", "C", "C", "C", "C", "C", "C", "Se", "C", "C", "C", "C", "C", "C", "O", "C", "C", "C", "C", "C", "C", "C", "C", "C", "O", "C", "C", "C", "C", "C", "C", "H", "H", "H", "H", "H", "H", "H", "H", "H", "H", "H", "H", "H", "H", "H", "H", "H", "H", "H", "H", "H", "H", "H", "H", "H", "H", "H", "H", "H", "H", "H", "H", "H", "H", "H", "H", "H", "H", "H", "H", "C", "O", "C", "O", "N", "N", "H", "H", "H", "H", "H", "H", "Cl", "C", "C", "C", "Cl", "C", "Cl", "C", "Cl", "C", "Cl"], "xyz": [[0.0393, 1.8568, 1.6727], [3.8230, -2.6080, -3.0673], [3.1413, -1.4367, -3.7783], [4.2068, -0.6523, -4.5573], [2.0974, -2.0035, -4.7527], [2.4403, -0.5052, -2.7941], [2.4664, -0.7027, -1.4230], [1.7466, 0.1438, -0.6019], [1.6774, -0.2393, 1.3102], [0.0882, -1.3737, 1.1963], [0.2547, -2.6895, 0.7954], [-0.8534, -3.4944, 0.6043], [-2.1078, -2.9217, 0.8289], [-2.3089, -1.6118, 1.2361], [-1.1660, -0.8046, 1.4311], [-1.2413, 0.4805, 1.8481], [-3.7225, -1.0490, 1.4306], [-3.9743, 0.0754, 0.4094], [-3.9105, -0.5180, 2.8654], [-4.7836, -2.1291, 1.2096], [-0.7474, -4.9559, 0.1781], [0.7016, -5.3691, -0.0911], [-1.5573, -5.1758, -1.1084], [-1.3092, -5.8406, 1.3014], [0.9712, 1.2095, -1.0805], [0.2080, 1.8858, -0.1961], [1.0106, 1.4826, -2.4602], [1.7283, 0.5970, -3.2599], [0.3281, 2.6694, -3.1663], [-0.3597, 3.6881, -2.2493], [1.4047, 3.4328, -3.9568], [-0.7300, 2.1287, -4.1399], [4.2839, -3.2652, -3.8048], [3.1015, -3.1992, -2.4985], [4.6103, -2.2610, -2.3950], [4.7205, -1.3132, -5.2577], [4.9478, -0.2307, -3.8758], [3.7654, 0.1649, -5.1292], [2.5659, -2.7146, -5.4353], [1.6395, -1.2171, -5.3540], [1.3054, -2.5207, -4.2074], [3.0293, -1.5077, -0.9715], [1.2609, -3.0494, 0.6316], [-2.9746, -3.5477, 0.6702], [-3.2188, 0.8551, 0.4709], [-4.9505, 0.5303, 0.5904], [-3.9682, -0.3273, -0.6050], [-3.3509, 0.4000, 3.0191], [-3.5919, -1.2668, 3.5959], [-4.9659, -0.3039, 3.0416], [-4.7529, -2.5243, 0.1931], [-5.7714, -1.6945, 1.3651], [-4.6648, -2.9533, 1.9158], [1.1422, -4.7626, -0.8859], [0.7314, -6.4101, -0.4134], [1.3164, -5.2840, 0.8070], [-1.2196, -4.4987, -1.8952], [-2.6237, -5.0121, -0.9490], [-1.4258, -6.2015, -1.4564], [-0.7456, -5.6923, 2.2243], [-1.2401, -6.8931, 1.0207], [-2.3575, -5.6125, 1.4990], [1.7281, 0.7789, -4.3267], [0.3368, 4.1132, -1.5257], [-1.2019, 3.2534, -1.7162], [-0.7419, 4.5041, -2.8651], [2.1988, 3.7780, -3.2921], [0.9589, 4.3018, -4.4434], [1.8570, 2.8143, -4.7321], [-1.5156, 1.5979, -3.5987], [-0.2950, 1.4431, -4.8682], [-1.1864, 2.9550, -4.6877], [3.7126, 1.8900, 4.6260], [2.4711, 1.4648, 5.2312], [1.3915, 1.5806, 4.5096], [1.3779, 2.0414, 3.3555], [0.2745, 1.1693, 5.1204], [-0.9200, 1.3366, 4.4199], [4.4530, 1.8177, 5.4138], [3.6313, 2.9139, 4.2692], [3.9720, 1.2286, 3.8020], [0.3005, 0.8180, 6.0649], [-1.5121, 2.0276, 4.8662], [-1.4201, 0.4590, 4.3609], [-2.9462, 3.3044, 2.7614], [-1.6466, 4.4500, 2.6189], [-0.5091, 3.9391, 2.0205], [0.5911, 4.7704, 1.9156], [1.9823, 3.9812, 1.2102], [0.5957, 6.0780, 2.3704], [1.9939, 7.0618, 2.2427], [-0.5839, 6.5687, 2.9465], [-0.6353, 8.1859, 3.5090], [-1.7201, 5.7569, 3.0774], [-3.1532, 6.3597, 3.7982]], "mulliken_charge": [-0.234, -1.818, 2.024, -1.686, -1.581, -0.095, -0.486, 0.080, -0.224, 1.126, -0.795, -0.403, -0.291, -0.779, 0.103, 0.586, 2.317, -1.478, -1.065, -2.371, 2.030, -2.106, -1.568, -1.647, 0.613, -0.452, -0.399, -0.684, 2.042, -1.845, -1.716, -1.652, 0.460, 0.188, 0.372, 0.478, 0.351, 0.312, 0.482, 0.320, 0.300, 0.625, 0.436, 0.473, 0.081, 0.425, 0.358, -0.203, 0.273, 0.510, 0.421, 0.456, 0.428, 0.339, 0.457, 0.378, 0.309, 0.330, 0.481, 0.351, 0.461, 0.328, 0.291, 0.296, 0.189, 0.591, 0.369, 0.481, 0.332, 0.328, 0.303, 0.472, -0.608, -0.487, 0.777, -0.126, -0.329, -0.261, 0.253, 0.273, 0.262, 0.234, 0.330, 0.236, -0.205, 1.083, -0.756, 0.774, -0.139, -0.477, -0.171, 0.871, -0.165, -0.386, -0.162], "total_charge": 1, "spin_multiplicity": 1, "e_above_lowest_ev": 0.9715, "homo_lumo_gap_ev": 8.1, "e_tot_ha": -6559.2579, "homo_energy_ha": -0.3976}

---

No. 2
{"formula": "C36H46ClCsGe2N11O6S", "method": "wB97M-V/def2-TZVPD", "species": ["Cs", "C", "C", "N", "N", "C", "N", "S", "C", "C", "C", "C", "C", "N", "H", "H", "H", "H", "H", "H", "H", "H", "H", "N", "N", "C", "N", "N", "N", "O", "O", "H", "H", "H", "H", "H", "O", "C", "O", "C", "C", "Cl", "N", "N", "C", "C", "O", "O", "C", "C", "C", "C", "C", "C", "H", "H", "H", "H", "H", "H", "C", "C", "Ge", "C", "C", "C", "C", "Ge", "C", "C", "C", "C", "C", "C", "C", "C", "C", "C", "H", "H", "H", "H", "H", "H", "H", "H", "H", "H", "H", "H", "H", "H", "H", "H", "H", "H", "H", "H", "H", "H", "H", "H", "H", "H"], "xyz": [[0.5347, 0.5014, 0.1488], [-2.4855, 4.4828, 1.9279], [-1.5338, 3.3114, 1.9091], [-1.8351, 2.1635, 1.4227], [-3.1601, 2.0768, 1.0388], [-3.5642, 0.9702, 0.5187], [-4.9125, 0.8531, 0.3036], [-2.5931, -0.4131, -0.0269], [-0.2035, 3.5070, 2.5446], [-0.0090, 4.5746, 3.4271], [1.2227, 4.7525, 4.0300], [2.2489, 3.8676, 3.7389], [1.9674, 2.8307, 2.8637], [0.7839, 2.6400, 2.2956], [-3.2274, 4.3578, 1.1474], [-1.9446, 5.4151, 1.7687], [-3.0131, 4.5438, 2.8836], [-5.4579, 1.6918, 0.4275], [-5.1891, 0.2251, -0.4298], [-0.8147, 5.2589, 3.6477], [1.3815, 5.5774, 4.7134], [3.2370, 3.9818, 4.1632], [2.7408, 2.1164, 2.5901], [3.6626, -0.7867, 2.6323], [3.4867, -0.4707, 3.9908], [2.2031, -0.1646, 4.3953], [2.1159, 0.2873, 5.6624], [1.2644, -0.3910, 3.5224], [-0.0111, 0.0511, 3.7705], [-0.3123, 0.5955, 4.8416], [-0.7948, -0.1328, 2.8817], [3.3272, -1.7177, 2.4015], [4.6437, -0.6966, 2.4134], [3.9804, -1.0441, 4.6635], [2.9320, 0.7559, 6.0188], [1.2014, 0.6285, 5.9255], [5.2796, 1.2774, -5.5146], [4.3235, 1.5999, -4.5975], [3.7409, 2.6380, -4.6992], [4.1009, 0.6364, -3.5032], [4.6429, -0.6135, -3.2773], [5.8175, -1.5205, -4.1440], [4.1210, -1.1050, -2.1407], [3.2440, -0.2209, -1.5979], [3.2185, 0.8228, -2.3995], [2.2471, 1.9593, -2.0455], [2.7261, 2.8736, -1.3571], [1.0719, 1.7259, -2.3914], [4.4042, -2.3213, -1.4634], [4.9409, -2.2471, -0.1849], [5.1887, -3.4110, 0.5228], [4.9032, -4.6446, -0.0514], [4.3701, -4.7077, -1.3289], [4.1122, -3.5439, -2.0401], [5.6759, 0.4195, -5.3148], [5.1495, -1.2682, 0.2272], [5.6071, -3.3595, 1.5208], [5.0839, -5.5559, 0.5036], [4.1237, -5.6652, -1.7680], [3.6523, -3.5825, -3.0189], [-5.6138, -3.1558, 2.5666], [-5.1335, -2.0117, 1.6670], [-3.2857, -2.3242, 1.0505], [-2.1806, -2.7299, 2.6262], [-2.1626, -4.2318, 2.9176], [-3.3344, -3.7321, -0.2851], [-2.2480, -4.1713, -0.9386], [-0.4474, -3.2352, -0.5574], [0.6268, -4.6362, 0.4835], [0.2680, -6.1205, 0.3922], [0.4464, -3.4195, -2.3794], [0.9660, -4.7854, -2.8315], [-2.4349, -5.1578, -2.0263], [-2.5808, -4.7270, -3.3474], [-2.7161, -5.6365, -4.3846], [-2.7142, -7.0016, -4.1289], [-2.5881, -7.4428, -2.8181], [-2.4504, -6.5324, -1.7803], [-6.6541, -3.0156, 2.8707], [-5.0108, -3.2186, 3.4743], [-5.5450, -4.1206, 2.0584], [-5.1850, -1.0585, 2.1925], [-5.7811, -1.9283, 0.7910], [-2.5597, -2.1590, 3.4794], [-1.1767, -2.3674, 2.4101], [-3.1644, -4.6261, 3.1003], [-1.5517, -4.4545, 3.7966], [-1.7450, -4.7769, 2.0720], [-4.3166, -4.1479, -0.5332], [0.6101, -4.3293, 1.5355], [1.6624, -4.4804, 0.1483], [-0.7230, -6.3064, 0.8133], [0.9728, -6.7559, 0.9444], [0.2455, -6.4685, -0.6409], [1.2797, -2.7058, -2.3486], [-0.2439, -3.0098, -3.1241], [1.6578, -5.2001, -2.0939], [1.4995, -4.7315, -3.7905], [0.1535, -5.5037, -2.9564], [-2.5719, -3.6631, -3.5515], [-2.8196, -5.2782, -5.4020], [-2.8128, -7.7126, -4.9396], [-2.5948, -8.5045, -2.6003], [-2.3445, -6.8883, -0.7640]], "mulliken_charge": [1.491, -1.806, 0.737, 0.691, -1.210, 0.006, -0.287, -0.171, 0.319, -0.864, -0.501, -0.829, -0.508, 0.277, 0.431, 0.500, 0.303, 0.236, 0.250, 0.389, 0.398, 0.458, 0.549, -0.222, -0.415, 0.404, -0.430, -0.443, 1.021, -0.860, -0.216, 0.224, 0.284, 0.258, 0.237, 0.280, -0.502, 0.325, -0.527, 0.666, 0.011, -0.332, 0.809, -0.181, 0.508, -0.105, -0.729, -0.742, -0.353, -0.324, -0.544, -0.499, -0.864, 0.146, 0.262, 0.386, 0.396, 0.412, 0.339, 0.461, -1.305, -0.413, 0.196, 0.241, -1.199, -0.146, -0.322, 0.042, -0.322, -1.258, -0.586, -0.673, -0.461, 0.095, -0.760, -0.421, -0.747, -0.047, 0.393, 0.275, 0.305, 0.398, 0.362, 0.646, -0.255, 0.305, 0.363, 0.098, 0.320, 0.462, -0.100, 0.236, 0.412, 0.254, 0.013, 0.484, -0.220, 0.413, 0.013, 0.411, 0.377, 0.382, 0.384, 0.357], "total_charge": -1, "spin_multiplicity": 1, "e_above_lowest_ev": 2.8262, "homo_lumo_gap_ev": 4.8, "e_tot_ha": -7485.4712, "homo_energy_ha": -0.1238}

---

No. 3
{"formula": "C36H46FN6OsSbSi", "method": "wB97M-V/def2-TZVPD", "species": ["Os", "C", "C", "C", "C", "N", "C", "N", "C", "N", "C", "N", "C", "C", "C", "C", "C", "N", "C", "C", "C", "C", "C", "C", "H", "H", "H", "H", "H", "H", "H", "H", "H", "H", "H", "H", "C", "Si", "C", "C", "N", "C", "C", "C", "C", "C", "C", "F", "H", "H", "H", "H", "H", "H", "H", "H", "H", "H", "H", "H", "H", "C", "C", "C", "Sb", "C", "C", "C", "C", "C", "C", "H", "H", "H", "H", "H", "H", "H", "H", "H", "H", "H", "H", "H", "H", "H", "H", "H", "H", "H", "H", "H"], "xyz": [[-0.1053, 0.3184, 1.5203], [4.0091, 1.5298, 0.8471], [4.6167, 0.4812, 0.1625], [3.8923, -0.6706, -0.0242], [2.5673, -0.7750, 0.4343], [1.9723, 0.2625, 1.0856], [2.7250, 1.3667, 1.3017], [1.9808, -1.9933, 0.1846], [0.8232, -2.3924, 0.5933], [-0.1775, -1.6305, 1.1540], [-1.2492, -2.4617, 1.4709], [-2.3684, -2.1295, 1.9907], [-2.8491, -0.8578, 2.1583], [-4.1452, -0.7659, 2.6866], [-4.8147, 0.4347, 2.6793], [-4.1866, 1.5391, 2.1073], [-2.8909, 1.4109, 1.6729], [-2.1888, 0.2593, 1.7452], [-0.9071, -3.8296, 1.0691], [-1.6201, -5.0086, 1.1437], [-1.0301, -6.1479, 0.6051], [0.2398, -6.1019, 0.0356], [0.9614, -4.9150, -0.0263], [0.3645, -3.7792, 0.4878], [4.5315, 2.4558, 1.0382], [5.6330, 0.5650, -0.1974], [4.3223, -1.5420, -0.4941], [2.2629, 2.1555, 1.8721], [-4.5920, -1.6755, 3.0592], [-5.8186, 0.5135, 3.0734], [-4.6952, 2.4867, 2.0048], [-2.3846, 2.2573, 1.2301], [-2.5953, -5.0423, 1.6102], [-1.5673, -7.0862, 0.6288], [0.6782, -7.0110, -0.3535], [1.9564, -4.8752, -0.4504], [-1.6318, 3.3278, 4.4061], [-0.0947, 2.3353, 3.9640], [-0.2876, 0.5402, 4.5496], [1.4845, 3.0328, 4.7110], [-0.0214, 2.1978, 2.1750], [0.0636, 3.2991, 1.3429], [0.2719, 4.6170, 1.7976], [0.4041, 5.6803, 0.9272], [0.3042, 5.4944, -0.4457], [0.0789, 4.2174, -0.9386], [-0.0224, 3.1770, -0.0517], [-0.2127, 1.9119, -0.5655], [-1.8122, 3.2652, 5.4809], [-2.5127, 2.9383, 3.8978], [-1.5377, 4.3823, 4.1464], [0.0625, 0.4634, 5.5812], [0.2974, -0.1953, 3.9796], [-1.3340, 0.2291, 4.5489], [1.3935, 2.9934, 5.7985], [1.6830, 4.0705, 4.4449], [2.3589, 2.4404, 4.4344], [0.3476, 4.7885, 2.8612], [0.5898, 6.6687, 1.3250], [0.4039, 6.3278, -1.1258], [-0.0152, 4.0354, -2.0012], [2.7585, -2.5504, -3.3959], [1.2411, -2.6165, -3.4195], [0.6670, -2.7479, -4.8195], [0.3837, -0.8317, -2.3775], [0.7828, 1.0382, -3.5507], [0.7106, 0.7174, -5.0303], [2.1167, 1.6232, -3.1193], [-1.7803, -1.1973, -2.6913], [-2.1316, -2.6231, -2.3000], [-2.6038, -0.1627, -1.9399], [3.1666, -3.4781, -3.8037], [3.1308, -2.4354, -2.3786], [3.1315, -1.7287, -4.0099], [0.8929, -3.4317, -2.7818], [1.0912, -2.0128, -5.5001], [-0.4205, -2.6656, -4.8459], [0.9236, -3.7383, -5.2046], [-0.0471, 1.6804, -3.2532], [1.5733, 0.1364, -5.3556], [0.7156, 1.6531, -5.5965], [-0.2020, 0.1818, -5.2958], [2.9436, 0.9703, -3.4037], [2.1595, 1.7878, -2.0409], [2.2719, 2.5849, -3.6150], [-1.8937, -1.0574, -3.7704], [-2.0280, -2.7757, -1.2251], [-1.5186, -3.3618, -2.8178], [-3.1743, -2.8220, -2.5587], [-2.4293, -0.2305, -0.8647], [-3.6665, -0.3433, -2.1173], [-2.3773, 0.8532, -2.2677]], "lowdin_spin": [2.191, 0.008, -0.003, 0.007, 0.025, 0.018, 0.002, 0.058, 0.049, 0.086, 0.014, 0.013, 0.002, 0.004, 0.000, 0.006, 0.005, 0.009, 0.006, 0.000, 0.005, 0.003, 0.002, 0.005, 0.001, 0.000, 0.000, 0.000, 0.000, 0.000, 0.000, 0.001, 0.000, 0.000, 0.000, 0.000, 0.009, 0.032, 0.041, 0.006, 0.262, 0.016, 0.045, -0.006, 0.055, -0.006, 0.045, 0.085, 0.001, 0.000, 0.000, 0.006, 0.015, -0.001, 0.001, 0.000, 0.000, 0.002, -0.001, 0.003, -0.001, 0.002, 0.067, 0.028, 0.491, 0.099, 0.035, 0.004, 0.087, 0.003, 0.005, 0.001, 0.001, 0.000, -0.001, 0.000, 0.002, 0.008, 0.001, 0.001, 0.012, 0.003, 0.000, 0.002, 0.001, 0.014, 0.001, 0.000, 0.001, 0.003, 0.001, 0.000], "s2": 6.024, "total_charge": 2, "spin_multiplicity": 5, "homo_lumo_gap_ev": [6.9, 5.3], "e_tot_ha": -2447.7400, "homo_energy_ha": [-0.4778, -0.4922]}